1.
C3H7N2O | ωB97M-V/def2-TZVPD

The value obtained for the energy above the lowest of the compared OMol25 structures with the same formula, charge and spin is 659.16 kJ/mol. For the total energy, the calculation gives -8239.30726 eV. The orbital gap (alpha / beta) is 8.19 / 8.20 eV. The net charge is +1. As for the HOMO energy (alpha / beta): -12.0 / -12.0 eV. As for the lowest unoccupied orbital energy (alpha / beta): -3.8 / -3.8 eV.

```
13
Properties=species:S:1:pos:R:3:lowdin_charge:R:1
C -2.254 -0.302 0.139 -0.055
C 3.003 0.547 0.245 0.081
C -1.524 -0.363 -1.005 0.010
N 1.104 -0.729 0.153 -0.029
N -3.020 -0.181 0.991 0.391
O 2.346 -0.451 0.670 -0.099
H 4.069 0.667 0.529 0.123
H 2.619 1.338 -0.324 0.085
H -1.759 0.511 -1.599 0.140
H -1.698 -1.401 -1.428 0.172
H -0.519 -0.392 -0.659 0.019
H 0.835 -1.628 0.434 0.010
H -3.710 -0.317 1.693 0.152
```

2.
C8H16NO9S2 | ωB97M-V/def2-TZVPD

For the total energy, the calculation gives -50142.91608 eV. The orbital gap is 6.40 eV. The net charge is -1. As for the HOMO energy: -4.4 eV. As for the lowest unoccupied orbital energy: 2.0 eV.

```
36
Properties=species:S:1:pos:R:3:lowdin_charge:R:1
O -4.188 0.885 -2.179 0.029
C -5.245 1.552 -2.358 -0.191
N -6.343 1.956 -2.966 0.142
C -7.419 1.016 -2.486 -0.637
O -7.254 -0.246 -2.565 -0.084
O -8.607 1.592 -2.012 -0.228
O 0.945 -3.278 -2.586 -0.283
S 0.935 -2.150 -1.691 0.615
O 0.638 -2.292 -0.286 -0.300
O -0.014 -0.996 -2.307 -0.259
C -1.368 -1.324 -2.631 -0.258
C -2.234 -1.425 -1.390 -0.083
C 2.472 -1.286 -1.846 -0.123
H -1.410 -2.246 -3.219 0.116
H -1.746 -0.519 -3.265 0.123
H -1.935 -2.272 -0.768 0.067
H -3.283 -1.561 -1.661 0.081
H -2.137 -0.525 -0.778 0.083
H 2.688 -1.137 -2.904 0.073
H 3.247 -1.899 -1.386 0.077
H 2.395 -0.332 -1.325 0.061
O 3.246 -0.056 1.162 -0.290
S 2.185 0.424 2.010 0.609
O 1.302 1.485 1.599 -0.275
O 2.798 0.792 3.465 -0.267
C 3.881 1.716 3.532 -0.275
C 3.413 3.145 3.324 -0.079
C 1.197 -0.953 2.523 -0.114
H 4.662 1.447 2.815 0.114
H 4.315 1.624 4.531 0.120
H 3.046 3.295 2.307 0.070
H 4.232 3.849 3.493 0.078
H 2.591 3.385 4.003 0.085
H 1.853 -1.748 2.873 0.079
H 0.623 -1.293 1.660 0.044
H 0.520 -0.627 3.313 0.078
```

3.
C8H7NO2 | ωB97M-V/def2-TZVPD

The value obtained for the energy above the lowest of the compared OMol25 structures with the same formula, charge and spin is 143.65 kJ/mol. As for the SMILES: O=C1COc2ccccc2N1. For the total energy, the calculation gives -13993.36941 eV. The orbital gap is 8.97 eV. As for the HOMO energy: -8.2 eV. As for the lowest unoccupied orbital energy: 0.7 eV.

```
18
Properties=species:S:1:pos:R:3:lowdin_charge:R:1
O -3.226 -0.756 0.112 0.060
C -2.077 -0.330 0.006 -0.404
C -1.834 1.180 0.118 -0.027
O -0.488 1.704 -0.142 -0.002
C 0.474 0.744 -0.092 -0.185
C 1.821 1.192 -0.008 -0.041
C 2.809 0.367 0.220 -0.111
C 2.565 -1.019 0.128 -0.054
C 1.297 -1.425 -0.189 -0.051
C 0.267 -0.615 -0.096 -0.263
N -0.971 -1.154 -0.094 0.150
H -2.544 1.567 -0.608 0.131
H -2.151 1.620 1.055 0.135
H 2.121 2.140 -0.397 0.119
H 3.773 0.919 0.175 0.124
H 3.416 -1.671 0.176 0.099
H 1.115 -2.451 -0.148 0.106
H -1.153 -2.197 0.134 0.215
```

4.
C43H43I2N7OSbTi | ωB97M-V/def2-TZVPD

The value obtained for the energy above the lowest of the compared OMol25 structures with the same formula, charge and spin is 4.34 kJ/mol. For the total energy, the calculation gives -103625.82716 eV. The orbital gap is 5.75 eV. The net charge is -1. As for the HOMO energy: -3.9 eV. As for the lowest unoccupied orbital energy: 1.8 eV.

```
98
Properties=species:S:1:pos:R:3:lowdin_charge:R:1
Ti 0.094 -0.287 0.840 1.049
I -2.376 3.803 6.902 0.803
C -1.294 2.751 5.454 -0.753
C -0.311 3.398 4.723 -0.237
C 0.378 2.700 3.747 -0.612
I 1.848 3.655 2.619 0.985
C 0.109 1.344 3.455 -0.430
O 0.735 0.711 2.510 -0.242
C -0.895 0.725 4.231 -0.158
C -1.240 -0.686 3.872 -0.123
N -1.663 -0.759 2.461 -0.081
C -2.868 0.020 2.178 -0.108
C -2.497 1.416 1.761 -0.240
C -3.223 2.543 2.103 -0.006
C -2.800 3.774 1.625 -0.047
C -1.683 3.829 0.808 -0.050
C -1.018 2.653 0.511 -0.110
N -1.410 1.473 0.993 0.070
C -1.586 1.418 5.210 -0.126
H -0.082 4.440 4.903 0.076
H -2.022 -1.065 4.541 0.126
H -0.363 -1.332 3.966 0.111
H -1.877 -1.721 2.239 0.073
H -3.562 0.034 3.026 0.130
H -3.374 -0.451 1.330 0.129
H -4.085 2.454 2.750 0.117
H -3.333 4.677 1.893 0.109
H -1.314 4.766 0.416 0.108
H -0.143 2.644 -0.130 0.100
H -2.363 0.915 5.773 0.098
C -1.639 -5.880 0.520 -0.119
C -1.867 -5.290 -0.717 -0.098
C -1.737 -3.925 -0.895 -0.044
C -1.378 -3.071 0.165 -0.282
C -1.108 -3.695 1.396 -0.063
C -1.243 -5.064 1.568 -0.093
N -1.199 -1.701 -0.032 -0.039
C -1.924 -1.077 -1.048 -0.274
C -3.223 -1.378 -1.470 -0.057
C -3.822 -0.636 -2.480 -0.116
C -3.145 0.421 -3.079 -0.125
C -1.867 0.757 -2.655 -0.047
C -1.273 0.024 -1.632 -0.282
N -0.045 0.277 -1.055 -0.178
N 0.782 1.124 -1.741 0.039
C 1.886 1.240 -1.038 -0.405
C 2.991 2.033 -1.486 -0.050
C 4.131 2.063 -0.755 -0.103
C 4.200 1.329 0.463 -0.115
C 3.100 0.642 0.870 -0.190
N 1.939 0.573 0.167 0.005
H -1.735 -6.950 0.653 0.089
H -2.136 -5.905 -1.569 0.096
H -1.883 -3.504 -1.881 0.103
H -0.687 -3.128 2.216 0.085
H -1.006 -5.497 2.533 0.101
H -3.754 -2.206 -1.016 0.108
H -4.825 -0.888 -2.803 0.089
H -3.618 0.988 -3.872 0.091
H -1.316 1.579 -3.091 0.100
H 2.883 2.571 -2.419 0.105
H 4.981 2.645 -1.092 0.096
H 5.091 1.329 1.074 0.092
H 3.105 0.112 1.812 0.098
C -0.421 -0.973 -5.555 -0.208
C 0.891 -0.584 -4.880 -0.456
Sb 1.426 -1.932 -3.285 1.436
C 1.955 -3.552 -4.640 -0.469
C 2.374 -4.831 -3.921 -0.216
C 3.452 -1.199 -3.108 -0.434
C 4.217 -1.781 -1.922 -0.192
H -0.687 -0.272 -6.352 0.061
H -1.245 -0.983 -4.839 0.043
H -0.361 -1.967 -6.006 0.047
H 0.821 0.400 -4.413 0.024
H 1.716 -0.565 -5.597 0.045
H 2.749 -3.184 -5.295 0.041
H 1.079 -3.740 -5.267 0.029
H 3.264 -4.673 -3.308 0.047
H 2.601 -5.639 -4.622 0.057
H 1.584 -5.183 -3.253 0.054
H 3.388 -0.115 -3.007 0.023
H 3.954 -1.413 -4.056 0.043
H 3.725 -1.531 -0.980 0.041
H 5.235 -1.386 -1.873 0.065
H 4.291 -2.870 -1.974 0.048
N 4.613 -6.049 2.846 0.125
C 3.931 -5.169 2.554 -0.201
C 3.082 -4.068 2.193 -0.249
C 2.561 -3.970 0.901 -0.032
C 1.735 -2.911 0.577 -0.131
C 1.390 -1.902 1.492 -0.201
C 1.964 -2.020 2.764 -0.130
C 2.782 -3.081 3.128 -0.039
H 2.805 -4.730 0.168 0.115
H 1.337 -2.873 -0.431 0.039
H 1.779 -1.243 3.499 0.087
H 3.200 -3.148 4.125 0.110
```

5.
C4H6LiO3 | ωB97M-V/def2-TZVPD

The value obtained for the energy above the lowest of the compared OMol25 structures with the same formula, charge and spin is 405.52 kJ/mol. For the total energy, the calculation gives -10588.49464 eV. Its spin multiplicity is 2. The orbital gap (alpha / beta) is 7.20 / 8.22 eV. As for the HOMO energy (alpha / beta): -7.5 / -8.5 eV. As for the lowest unoccupied orbital energy (alpha / beta): -0.3 / -0.3 eV.

```
14
Properties=species:S:1:pos:R:3:lowdin_charge:R:1
H -0.875 -4.292 1.091 0.077
O 1.539 -2.653 0.225 -0.046
C 2.592 -1.928 0.418 -0.682
O 2.679 -1.000 1.221 -0.020
Li 1.094 -1.137 2.322 0.720
O 3.578 -2.275 -0.390 0.004
C 4.912 -2.103 0.078 -0.036
H 5.124 -1.033 0.191 0.096
H 5.063 -2.620 1.033 0.103
H 5.566 -2.532 -0.687 0.098
C 0.117 -2.302 0.833 -0.292
C -0.769 -1.905 -0.088 -0.119
H -0.491 -1.648 -1.119 0.057
H -1.749 -1.547 0.242 0.040
```

6.
C36H91Cl4N5O12 | ωB97M-V/def2-TZVPD

The value obtained for the energy above the lowest of the compared OMol25 structures with the same formula, charge and spin is 445.93 kJ/mol. As for the SMILES: COCCNCCOC.COCCNCCOC.COCCNCCOC.COCCNCCOC.COCCNCCOC.ClCCCl.ClCCCl.CO.CO. For the total energy, the calculation gives -120905.63211 eV. The orbital gap is 8.19 eV. As for the HOMO energy: -7.9 eV. As for the lowest unoccupied orbital energy: 0.3 eV.

```
148
Properties=species:S:1:pos:R:3:lowdin_charge:R:1
C -0.068 -2.653 5.806 -0.018
O -0.445 -3.671 4.807 -0.188
C -1.713 -3.789 4.430 -0.286
C -2.344 -2.519 3.891 -0.229
N -1.584 -1.909 2.826 -0.037
C -1.136 -2.785 1.662 -0.098
C -2.431 -3.461 1.113 -0.222
O -3.138 -2.594 0.291 -0.174
C -4.132 -1.887 1.063 -0.102
H -0.734 -2.878 6.639 0.088
H -0.302 -1.632 5.505 0.053
H 0.952 -2.598 6.185 0.092
H -2.264 -4.103 5.317 0.124
H -1.857 -4.571 3.685 0.121
H -2.631 -1.753 4.612 0.117
H -3.321 -2.835 3.525 0.094
H -0.712 -1.790 3.321 0.061
H -0.382 -3.446 2.088 0.100
H -0.705 -2.125 0.910 0.104
H -3.048 -3.998 1.833 0.108
H -2.093 -4.280 0.479 0.123
H -4.074 -0.889 1.498 0.099
H -4.680 -2.679 1.572 0.099
H -4.954 -1.602 0.406 0.076
C -0.883 4.936 -3.436 -0.046
O 0.038 3.788 -3.772 -0.225
C -0.626 2.562 -4.005 -0.197
C -1.663 2.463 -5.220 -0.183
N -0.983 2.576 -6.504 -0.051
C -0.665 3.946 -6.767 -0.237
C -0.507 4.223 -8.239 -0.221
O -1.241 3.331 -9.051 -0.191
C -1.344 3.748 -10.423 -0.100
H -1.387 4.673 -2.506 0.065
H -1.599 5.149 -4.230 0.059
H -0.190 5.762 -3.280 0.082
H -1.115 2.344 -3.055 0.087
H 0.093 1.743 -4.034 0.112
H -2.526 3.129 -5.237 0.075
H -2.161 1.494 -5.227 0.098
H -1.511 2.233 -7.294 0.098
H 0.184 4.312 -6.189 0.118
H -1.413 4.637 -6.378 0.097
H 0.548 4.153 -8.505 0.122
H -0.818 5.249 -8.439 0.118
H -1.960 3.123 -11.069 0.086
H -0.461 4.139 -10.929 0.085
H -1.963 4.644 -10.465 0.073
C 6.331 -6.039 -2.680 -0.120
O 5.889 -4.719 -2.452 -0.210
C 5.762 -4.355 -1.075 -0.185
C 5.649 -2.784 -0.809 -0.195
N 4.297 -2.415 -1.082 -0.078
C 4.058 -0.994 -0.869 -0.225
C 2.616 -0.697 -0.870 -0.214
O 2.106 -0.937 -2.213 -0.176
C 0.630 -0.987 -2.293 -0.063
H 5.887 -6.219 -3.659 0.088
H 5.940 -6.762 -1.964 0.083
H 7.416 -6.112 -2.753 0.083
H 6.704 -4.585 -0.577 0.107
H 4.908 -4.921 -0.703 0.115
H 6.211 -2.238 -1.567 0.113
H 6.050 -2.465 0.153 0.113
H 3.995 -2.717 -1.998 0.119
H 4.686 -0.382 -1.516 0.125
H 4.463 -0.826 0.128 0.110
H 2.493 0.338 -0.552 0.115
H 2.147 -1.436 -0.221 0.108
H 0.040 -0.369 -1.616 0.053
H 0.265 -2.014 -2.270 0.090
H 0.268 -0.494 -3.195 0.063
C -1.007 1.162 4.330 -0.107
O -0.178 2.204 3.798 -0.222
C 0.496 2.924 4.770 -0.231
C 0.642 4.368 4.187 -0.165
N 1.788 4.359 3.199 -0.050
C 1.707 5.594 2.390 -0.213
C 2.871 5.625 1.361 -0.187
O 3.118 4.417 0.584 -0.185
C 2.126 4.234 -0.345 -0.138
H -1.708 1.355 5.142 0.092
H -0.513 0.227 4.594 0.057
H -1.713 0.864 3.554 0.071
H 1.417 2.399 5.022 0.118
H -0.064 3.030 5.699 0.114
H 0.923 5.116 4.928 0.114
H -0.317 4.612 3.729 0.061
H 1.841 3.515 2.647 0.089
H 1.867 6.485 2.998 0.117
H 0.703 5.545 1.969 0.060
H 3.733 5.956 1.939 0.113
H 2.790 6.518 0.741 0.111
H 2.087 5.044 -1.073 0.095
H 1.228 3.976 0.216 0.074
H 2.422 3.346 -0.903 0.090
C -0.209 -7.226 2.147 -0.133
O 0.653 -6.176 2.424 -0.214
C 1.750 -6.517 3.304 -0.183
C 3.019 -5.587 3.308 -0.160
N 2.474 -4.201 3.449 -0.050
C 2.982 -3.190 2.477 -0.192
C 3.032 -1.772 2.937 -0.205
O 1.910 -1.185 2.281 -0.214
C 1.797 0.229 2.465 -0.090
H -1.094 -6.839 1.641 0.078
H -0.527 -7.769 3.037 0.093
H 0.244 -7.817 1.351 0.090
H 2.057 -7.561 3.234 0.115
H 1.319 -6.378 4.295 0.114
H 3.601 -5.765 2.403 0.100
H 3.710 -5.770 4.130 0.107
H 1.470 -4.206 3.340 0.055
H 2.447 -3.340 1.539 0.121
H 3.998 -3.537 2.288 0.106
H 3.988 -1.331 2.653 0.115
H 2.955 -1.699 4.022 0.120
H 2.570 0.732 1.884 0.084
H 1.957 0.590 3.481 0.080
H 0.826 0.567 2.102 0.069
Cl -5.053 4.476 1.456 0.639
C -4.197 3.354 2.439 -0.674
C -2.916 4.086 2.867 -0.619
Cl -1.792 4.351 1.473 0.584
H -3.921 2.526 1.787 0.045
H -4.804 3.015 3.279 0.085
H -2.427 3.404 3.562 0.046
H -3.141 5.061 3.300 0.070
Cl -6.596 1.100 -0.597 0.561
C -5.323 1.784 -1.644 -0.705
C -5.619 3.188 -1.929 -0.726
Cl -4.427 3.710 -3.082 0.657
H -5.336 1.240 -2.589 0.067
H -4.328 1.639 -1.222 0.061
H -5.418 3.622 -0.949 -0.002
H -6.639 3.456 -2.205 0.085
C -1.577 0.626 0.289 -0.100
O -2.524 -0.107 -0.504 -0.162
H -0.869 0.091 0.923 0.058
H -1.188 1.212 -0.543 0.082
H -2.222 1.229 0.928 0.051
H -2.801 -0.917 -0.070 0.012
C -2.966 -1.225 -3.760 -0.150
O -2.309 -0.051 -3.345 -0.144
H -2.259 -1.822 -4.337 0.075
H -3.289 -1.873 -2.945 0.076
H -3.820 -1.071 -4.420 0.073
H -2.288 -0.008 -2.386 0.023
```